Model 1:
The following is a DFT calculation (wB97M-V/def2-TZVPD) of C4H9N in the gas phase.

```
14
Properties=species:S:1:pos:R:3
C -1.753 -0.617 -0.927
C -1.109 0.628 -0.473
C -0.256 0.576 0.626
N 0.586 -0.597 0.838
C 1.994 -0.141 0.681
H -1.771 -0.885 -1.973
H -2.085 -1.336 -0.194
H -0.624 1.222 -1.255
H -2.241 0.840 -0.392
H -0.026 1.382 1.313
H 0.304 -0.990 -0.077
H 2.130 0.744 1.299
H 2.677 -0.957 0.896
H 2.174 0.131 -0.361
```

For the HOMO energy, the calculation gives -6.3 eV. The orbital gap comes out at 0.2311 hartree. The LUMO energy is 0.0 eV.

---

Model 2:
The following is a DFT calculation (wB97M-V/def2-TZVPD) of C4H9N in the gas phase.

```
14
Properties=species:S:1:pos:R:3
C 0.445 -0.583 0.006
C 0.562 0.873 -0.453
C -0.111 1.268 0.741
C -0.849 -0.096 0.831
H -0.500 -0.838 -1.774
H -0.588 -2.275 -0.725
H 1.143 -0.890 0.670
H 1.607 1.302 -0.506
H 0.113 0.818 -1.461
H -0.745 2.291 0.870
H 0.568 1.497 1.600
H -1.652 -0.059 0.052
H -1.140 -0.415 1.732
N 0.130 -1.457 -1.030
```

For the HOMO energy, the calculation gives -8.8 eV. The structure (SMILES) is NC1CCC1. The orbital gap comes out at 0.3691 hartree. The LUMO energy is 1.2 eV.

---

Model 3:
The following is a DFT calculation (wB97M-V/def2-TZVPD) of 2 unconnected molecules or ions with the total composition C4H9N.

```
14
Properties=species:S:1:pos:R:3
C -0.137 2.185 -1.326
C -0.205 1.251 -2.261
H 0.733 2.361 -0.703
H -0.999 2.807 -1.122
H 0.544 0.476 -2.325
H -1.001 1.318 -2.990
C 1.053 -0.491 1.737
C -0.106 -1.131 1.571
N -0.597 -1.669 0.400
H 1.902 -0.508 1.067
H 1.164 0.017 2.685
H -0.782 -1.190 2.412
H -1.444 -2.202 0.397
H 0.090 -1.865 -0.310
```

For the HOMO energy, the calculation gives -8.1 eV. The structure (SMILES) is C=CN.C=C. The orbital gap comes out at 0.3380 hartree. The LUMO energy is 1.1 eV.

---

Model 4:
The following is a DFT calculation (wB97M-V/def2-TZVPD) of C4H9N in the gas phase.

```
14
Properties=species:S:1:pos:R:3
C 0.935 -0.988 -0.485
C 0.286 0.294 0.099
C -0.944 0.115 0.628
N -1.284 -1.082 1.326
C 0.669 1.571 -0.527
H 0.299 -1.212 -1.340
H 1.939 -0.777 -0.855
H 0.867 -1.803 0.232
H -1.787 0.790 0.513
H -2.111 -0.960 1.874
H -1.332 -1.953 0.830
H 0.610 1.700 -1.636
H 0.120 2.465 -0.214
H 1.733 1.838 -0.445
```

For the HOMO energy, the calculation gives -7.9 eV. The structure (SMILES) is CC(C)=CN. The orbital gap comes out at 0.3299 hartree. The LUMO energy is 1.0 eV.

---

Which of them is the least stable? Correct choice: model 1.

---

Model 1:
The following is a DFT calculation (wB97M-V/def2-TZVPD) of C4H9N in the gas phase.

```
14
Properties=species:S:1:pos:R:3
C 1.844 -0.379 0.398
C 0.467 0.207 0.322
C -0.055 1.004 -0.810
N -0.506 -0.357 -0.589
C -1.829 -0.537 -0.011
H 2.536 0.316 0.890
H 1.849 -1.311 0.975
H 2.214 -0.594 -0.603
H 0.116 0.513 1.287
H 0.576 1.174 -1.680
H -0.744 1.810 -0.558
H -1.682 -1.181 0.865
H -2.342 0.373 0.273
H -2.443 -1.039 -0.760
```

For the HOMO energy, the calculation gives -9.1 eV. The structure (SMILES) is C[C@H]1CN1C. The orbital gap comes out at 0.3805 hartree. The LUMO energy is 1.3 eV.

---

Model 2:
The following is a DFT calculation (wB97M-V/def2-TZVPD) of a molecular structure, C4H9N.

```
14
Properties=species:S:1:pos:R:3
C -2.003 0.025 0.171
N 0.802 -1.139 0.868
C 0.526 -0.051 -0.045
C -0.748 0.163 -0.673
C 1.864 0.526 -0.497
H -2.469 -0.960 0.220
H -2.711 0.862 0.077
H -1.333 0.323 0.975
H -0.038 -1.557 1.242
H 0.457 0.058 1.142
H -0.819 -0.306 -1.663
H 2.537 0.596 0.347
H 2.320 -0.065 -1.302
H 1.617 1.525 -0.863
```

For the HOMO energy, the calculation gives -7.3 eV. The orbital gap comes out at 0.2581 hartree. The LUMO energy is -0.3 eV.

---

Model 3:
The following is a DFT calculation (wB97M-V/def2-TZVPD) of C4H9N in the gas phase.

```
14
Properties=species:S:1:pos:R:3
C -0.078 -0.556 -2.169
C -0.573 -0.568 -0.731
C 0.296 0.187 0.220
C -0.090 0.478 1.467
N 0.774 0.606 2.574
H 0.978 -0.816 -2.209
H -0.081 0.479 -2.542
H -0.719 -1.106 -2.852
H -1.599 -0.175 -0.678
H -0.708 -1.636 -0.524
H 1.296 0.427 -0.128
H -1.164 0.525 1.614
H 0.230 0.782 3.412
H 1.439 1.373 2.546
```

For the HOMO energy, the calculation gives -8.0 eV. The structure (SMILES) is CC/C=C/N. The orbital gap comes out at 0.3384 hartree. The LUMO energy is 1.2 eV.

---

Which of them is the least stable? Correct choice: model 2.

---

Model 1:
The following is a DFT calculation (wB97M-V/def2-TZVPD) of C4H9N in the gas phase.

```
14
Properties=species:S:1:pos:R:3
C -0.066 0.122 -1.585
C -0.192 0.046 -0.030
C 0.940 0.529 0.807
C 0.539 -0.914 0.771
H -0.832 -0.626 -2.023
H -0.197 1.136 -1.924
H 0.928 -0.277 -1.873
H -1.587 1.312 0.471
H -1.809 -0.396 1.113
H 1.796 0.811 0.315
H 0.814 1.084 1.791
H -0.012 -1.464 1.593
H 1.236 -1.601 0.315
N -1.559 0.236 0.260
```

For the HOMO energy, the calculation gives -9.1 eV. The structure (SMILES) is CC1(N)CC1. The orbital gap comes out at 0.3761 hartree. The LUMO energy is 1.2 eV.

---

Model 2:
The following is a DFT calculation (wB97M-V/def2-TZVPD) of C4H9N in the gas phase.

```
14
Properties=species:S:1:pos:R:3
C 1.354 1.742 0.972
C 1.483 0.682 0.187
N 0.481 0.149 -0.670
C -0.258 -1.037 -0.254
C -1.748 -1.019 -0.545
H 2.227 2.190 1.440
H 0.468 2.281 1.271
H 2.451 0.207 0.075
H -0.155 0.909 -0.848
H 0.298 -1.925 -0.586
H -0.173 -1.192 0.833
H -2.287 -0.684 0.339
H -2.028 -0.318 -1.335
H -2.113 -1.985 -0.880
```

For the HOMO energy, the calculation gives -8.7 eV. The structure (SMILES) is C=CNCC. The orbital gap comes out at 0.3639 hartree. The LUMO energy is 1.2 eV.

---

Model 3:
The following is a DFT calculation (wB97M-V/def2-TZVPD) of C4H9N in the gas phase.

```
14
Properties=species:S:1:pos:R:3
C -1.886 0.499 -0.373
C -0.584 0.256 0.356
C -0.311 -1.012 1.065
N 0.461 -0.449 -0.399
C 1.847 -0.026 -0.312
H -2.655 0.791 0.350
H -1.790 1.296 -1.121
H -2.220 -0.418 -0.866
H -0.146 1.177 0.753
H 0.225 -1.444 -0.507
H 0.497 -0.833 1.793
H 2.047 0.431 0.665
H 2.503 -0.891 -0.429
H 2.080 0.702 -1.098
```

For the HOMO energy, the calculation gives -8.0 eV. The orbital gap comes out at 0.3326 hartree. The LUMO energy is 1.0 eV.

---

Which of them is the least stable? Correct choice: model 3.

---

Model 1:
The following is a DFT calculation (wB97M-V/def2-TZVPD) of C4H9N in the gas phase.

```
14
Properties=species:S:1:pos:R:3
C -1.457 0.361 -0.609
C -0.580 0.482 0.615
C 0.100 -0.692 1.223
N 0.871 0.360 0.591
C 1.565 -0.024 -0.625
H -2.493 0.170 -0.304
H -1.449 1.298 -1.176
H -1.144 -0.442 -1.283
H -0.911 1.269 1.296
H 0.029 -1.638 0.679
H 0.206 -0.799 2.301
H 2.548 -0.405 -0.331
H 1.063 -0.812 -1.208
H 1.717 0.843 -1.275
```

For the HOMO energy, the calculation gives -8.9 eV. The structure (SMILES) is C[C@H]1CN1C. The orbital gap comes out at 0.3691 hartree. The LUMO energy is 1.2 eV.

---

Model 2:
The following is a DFT calculation (wB97M-V/def2-TZVPD) of C4H9N in the gas phase.

```
14
Properties=species:S:1:pos:R:3
C -0.338 -2.310 1.236
C 0.022 -1.057 0.920
N -0.762 -0.078 0.356
C 0.014 1.199 0.031
C 0.503 1.276 -1.482
H 0.428 -3.018 1.449
H -1.375 -2.718 1.384
H 1.114 -0.715 0.993
H -1.506 -0.215 -0.336
H -0.684 2.033 0.334
H 0.803 1.526 0.761
H 1.272 0.523 -1.778
H -0.345 1.210 -2.216
H 0.856 2.344 -1.651
```

For the HOMO energy, the calculation gives -7.8 eV. The structure (SMILES) is C=CNCC. The orbital gap comes out at 0.3295 hartree. The LUMO energy is 1.1 eV.

---

Which of them is the least stable? Correct choice: model 2.